1.
C2F6NO3S2Y | ωB97M-V/def2-TZVPD

Structure (XYZ):
```
15
Properties=species:S:1:pos:R:3:forces:R:3:lowdin_charge:R:1
N -0.11370 0.69780 0.12592 -0.600 1.089 0.108 -0.5405
S -1.40550 0.47897 -0.90300 0.044 0.431 0.840 1.0167
O -2.24875 1.69296 -0.52908 0.764 0.543 0.749 -0.5951
C -2.20229 -0.86883 0.13464 -0.170 -0.269 -0.372 -0.7762
F -2.58982 -0.40258 1.30577 0.051 0.281 0.272 0.1419
F -1.33393 -1.84899 0.30746 0.080 0.010 -0.057 0.1547
F -3.25652 -1.31136 -0.53221 -0.022 0.034 -0.026 0.1548
S 1.37763 0.72471 -0.49019 1.072 0.013 -1.320 0.5944
O 2.05131 1.79990 0.24792 -1.031 -0.332 -0.295 -0.3545
O 1.43996 0.62968 -1.94250 -0.286 0.378 2.192 -0.2643
C 2.11334 -0.86628 0.15257 0.290 0.205 -0.215 -0.7032
F 1.88911 -0.97337 1.44815 -0.125 0.071 0.317 0.1637
F 1.56936 -1.89019 -0.47819 -0.142 0.031 -0.091 0.1708
F 3.41458 -0.83332 -0.07289 -0.040 0.031 -0.050 0.1782
Y -0.70479 2.97091 1.22561 0.115 -2.516 -2.052 1.6587
```
Positions in Å, forces in eV/Å.

For the energy relative to the best compared isomer or geometry (same formula, charge and spin), the calculation gives 0.0 kJ/mol. The total energy is -1790.24823 hartree. Its spin multiplicity is 2. Its total charge is +1. The orbital gap (alpha / beta) comes out at 6.49 / 8.51 eV. Its expectation value of S² is 0.751. For the LUMO energy (alpha / beta), the calculation gives -5.81 / -6.05 eV.

2.
C29H57AlNO16 | ωB97M-V/def2-TZVPD

Structure (XYZ):
```
104
Properties=species:S:1:pos:R:3:forces:R:3:lowdin_charge:R:1
C -0.38051 -2.55054 -5.15075 -0.471 -0.712 0.346 -0.1169
C -0.62510 -3.30633 -4.05348 0.310 1.371 0.788 -0.2208
Al 0.78071 -4.23269 -2.97828 -0.192 0.264 0.457 0.2890
C -0.23588 -5.40883 -1.65637 0.137 0.335 0.210 -0.1896
O -0.94257 -6.57645 -2.21259 -0.155 0.192 -0.278 -0.1163
C -0.22268 -7.35674 -3.03528 0.386 -0.419 0.216 -0.6001
C -0.71604 -7.34562 -4.45990 0.325 0.000 -0.234 0.0021
O 0.70828 -8.03511 -2.66591 -0.311 0.328 -0.104 0.0866
O 1.82000 -2.93559 -2.05943 0.042 -0.268 -0.468 -0.2168
N 3.04572 -3.30477 -1.75550 -0.048 0.280 0.321 -0.1835
O 3.16355 -4.47123 -1.49924 0.064 -0.159 -0.052 -0.0735
H -0.89806 -2.76114 -6.09430 -0.673 1.147 0.293 0.0388
H 0.33280 -1.72639 -5.10623 0.847 -0.845 -0.648 0.0129
H -1.67591 -3.50165 -3.79317 0.076 -1.303 -1.094 0.0273
H 1.77647 -5.04885 -3.92852 0.009 0.039 -0.086 -0.0309
H 0.36000 -5.73234 -0.79479 -0.041 -0.084 -0.057 0.0519
H -1.05259 -4.78088 -1.27618 0.055 -0.162 0.064 0.0567
H 0.01975 -7.86954 -5.07454 -0.210 -0.008 0.046 0.0824
H -1.69144 -7.83195 -4.53997 0.039 0.107 0.065 0.0822
H -0.79780 -6.31260 -4.81642 -0.110 -0.137 0.140 0.0714
O -3.76160 -1.86720 -3.00674 -0.085 0.037 0.047 0.1093
C -4.07636 -0.89614 -3.63557 0.058 0.092 -0.029 -0.5237
O -3.29250 -0.49687 -4.65592 -0.016 -0.226 0.043 -0.0002
C -3.67237 0.50452 -5.59665 0.030 0.140 -0.090 -0.2386
C -3.34110 1.89972 -5.10992 0.022 -0.011 0.124 -0.0629
C -5.29437 -0.07175 -3.27374 -0.131 -0.095 -0.142 0.0071
H -4.72502 0.40023 -5.86999 -0.010 0.003 0.047 0.1094
H -3.08562 0.27633 -6.48490 0.040 -0.029 0.026 0.1232
H -3.89822 2.15584 -4.20763 -0.036 0.007 -0.026 0.0652
H -3.57665 2.63497 -5.88052 0.010 -0.007 -0.019 0.0785
H -2.27798 1.96337 -4.88024 0.015 -0.005 -0.051 0.0800
H -5.00559 0.64658 -2.50675 0.012 0.016 0.002 0.0926
H -6.04042 -0.74318 -2.85720 0.055 -0.013 0.089 0.0854
H -5.73833 0.46499 -4.10836 0.057 0.061 0.017 0.0641
O -0.99902 1.68233 1.50810 -0.109 -0.116 -0.031 0.0694
C -0.33215 0.67600 1.54864 -0.061 -0.085 -0.186 -0.5251
O 0.99721 0.79504 1.42136 0.052 0.065 0.117 -0.0068
C 1.88972 -0.31559 1.66007 0.233 -0.262 -0.157 -0.2168
C 2.04981 -1.20558 0.44925 -0.214 0.176 0.002 -0.0693
C -0.95352 -0.69321 1.67196 0.022 -0.003 0.237 0.0294
H 1.56703 -0.87655 2.53111 -0.040 0.082 0.024 0.0705
H 2.84064 0.14933 1.92097 -0.045 0.117 -0.020 0.1209
H 1.10605 -1.67389 0.17549 0.044 -0.088 -0.029 0.0656
H 2.76751 -1.99756 0.66033 0.013 -0.004 0.006 0.0794
H 2.39589 -0.65535 -0.42437 0.049 0.021 0.023 0.0826
H -1.21712 -1.03976 0.67229 0.013 -0.013 -0.018 0.1028
H -1.86351 -0.59692 2.25893 -0.052 0.055 -0.087 0.0892
H -0.31089 -1.43193 2.14276 0.037 -0.015 -0.065 0.0646
O 3.98197 6.49410 4.05574 0.014 0.034 0.013 0.0897
C 3.37271 5.45770 4.01738 -0.121 0.018 0.073 -0.5376
O 2.85495 5.05399 2.84720 0.123 -0.041 -0.070 0.0020
C 2.25375 3.75719 2.67024 -0.103 -0.137 -0.052 -0.2209
C 0.79964 3.73396 3.07236 0.009 0.256 0.302 -0.0573
C 3.12081 4.64214 5.26712 0.192 -0.138 -0.046 0.0107
H 2.83531 2.99564 3.19041 0.008 0.016 0.025 0.1109
H 2.34846 3.55016 1.60666 0.009 0.057 -0.017 0.1261
H 0.67457 3.95654 4.13559 0.054 -0.042 0.006 0.0663
H 0.36793 2.76090 2.86326 0.002 0.079 -0.034 0.0453
H 0.24134 4.48310 2.51008 -0.006 -0.048 -0.069 0.0894
H 2.22870 5.03167 5.75687 -0.019 -0.002 -0.001 0.0898
H 3.96878 4.77955 5.93260 -0.028 0.103 0.019 0.0870
H 2.98563 3.57894 5.09212 -0.088 0.011 -0.007 0.0692
O 1.48477 -1.33130 4.68736 -0.003 0.087 0.313 0.0963
C 1.34616 -2.49494 4.95664 -0.155 -0.041 -0.160 -0.5191
O 1.13234 -3.34526 3.93758 0.087 0.012 -0.054 -0.0033
C 1.11586 -4.77136 4.08090 -0.038 -0.177 -0.007 -0.2241
C -0.24752 -5.28553 4.48928 -0.050 0.123 0.045 -0.0611
C 1.33035 -3.00120 6.37785 0.242 -0.064 -0.005 0.0169
H 1.90238 -5.09519 4.76402 -0.012 0.039 0.034 0.1120
H 1.37940 -5.14487 3.09348 -0.006 0.045 -0.026 0.1289
H -0.54286 -4.91244 5.47088 0.032 -0.032 0.024 0.0668
H -0.24261 -6.37492 4.52286 0.007 -0.008 -0.022 0.0826
H -0.99870 -4.96365 3.76871 0.009 -0.035 -0.031 0.0859
H 0.31740 -2.89671 6.76576 -0.017 -0.008 -0.004 0.0970
H 1.99314 -2.37229 6.96580 -0.068 0.081 -0.002 0.0900
H 1.64497 -4.03551 6.48709 -0.081 -0.022 -0.026 0.0704
O -2.80203 3.70691 7.68345 -0.016 -0.016 0.025 0.1045
C -2.73810 4.48269 6.77120 -0.118 -0.002 -0.052 -0.5260
O -2.44521 5.77382 7.04892 0.109 0.006 0.040 -0.0070
C -2.16014 6.73754 6.03001 -0.001 0.084 -0.075 -0.2397
C -3.41617 7.37322 5.47225 -0.076 -0.070 0.048 -0.0652
C -3.03850 4.08118 5.34652 0.284 -0.056 -0.064 0.0162
H -1.54170 6.29835 5.24646 -0.018 -0.025 -0.006 0.1088
H -1.54985 7.48829 6.52941 -0.006 -0.012 0.038 0.1217
H -4.05122 6.63954 4.97616 0.029 0.001 -0.042 0.0678
H -3.15754 8.14666 4.74867 0.015 0.008 0.001 0.0811
H -3.99513 7.82640 6.27693 0.018 0.028 0.002 0.0815
H -4.11510 4.13869 5.18869 -0.012 0.025 0.003 0.0952
H -2.72530 3.04969 5.21037 -0.080 -0.040 0.069 0.0929
H -2.53640 4.68500 4.59615 -0.084 0.041 -0.024 0.0667
O 0.22785 0.86933 -6.53690 0.010 0.103 -0.054 0.1009
C 1.40770 1.06006 -6.43667 0.017 -0.214 0.105 -0.5154
O 2.02408 1.77788 -7.40930 -0.056 0.111 0.005 -0.0100
C 3.38324 2.20332 -7.30131 0.116 -0.011 -0.029 -0.2483
C 4.35629 1.13920 -7.76509 -0.064 -0.082 0.000 -0.0658
C 2.22644 0.48142 -5.30485 -0.115 0.288 0.159 0.0122
H 3.60232 2.54106 -6.28787 -0.007 -0.024 0.012 0.1092
H 3.44770 3.07844 -7.94706 -0.034 -0.007 -0.021 0.1186
H 4.30188 0.24753 -7.14137 0.024 0.021 0.036 0.0705
H 5.37787 1.51972 -7.73098 0.002 0.015 -0.002 0.0784
H 4.12686 0.84384 -8.78885 0.014 0.023 -0.014 0.0812
H 2.53597 -0.52955 -5.56873 0.009 -0.006 -0.012 0.0978
H 1.58579 0.41979 -4.42881 -0.073 -0.140 -0.052 0.0947
H 3.09856 1.07104 -5.03515 0.078 -0.078 -0.095 0.0692
```
Positions in Å, forces in eV/Å.

The total energy is -2640.19456 hartree. Its spin multiplicity is 1. Its total charge is -1. The orbital gap comes out at 6.25 eV. For the LUMO energy, the calculation gives 1.92 eV.

3.
C44H43BrMnN7O4S3 | ωB97M-V/def2-TZVPD

Structure (XYZ):
```
103
Properties=species:S:1:pos:R:3:forces:R:3:lowdin_charge:R:1
Mn 0.39837 -0.22182 -0.89776 0.171 -0.181 1.567 0.8207
O -3.48867 0.13828 -4.48196 0.071 0.007 0.004 0.0317
C -3.85669 1.14544 -3.61377 -0.087 0.226 0.185 -0.2415
C -4.77467 2.11104 -4.00882 0.036 -0.040 -0.143 -0.0232
C -5.11909 3.14129 -3.14959 0.023 0.030 0.006 -0.0801
C -4.53638 3.21702 -1.89318 0.030 0.020 0.030 -0.0803
C -3.63648 2.23717 -1.49957 -0.083 0.117 -0.036 -0.0374
C -3.29891 1.18206 -2.33755 0.022 -0.203 0.035 -0.0886
C -2.32605 0.10447 -1.87796 0.177 0.009 0.111 -0.4228
O -1.03172 0.47433 -1.96124 -0.606 0.412 -0.505 -0.3018
N -2.67671 -0.26870 -0.47023 0.044 0.096 -0.211 0.0119
N -1.73595 -0.51420 0.43009 -0.187 0.018 0.173 -0.0173
C -2.12062 -0.81148 1.62002 -0.164 -0.011 -0.077 -0.2230
C -1.25971 -1.24207 2.71983 0.169 -0.045 -0.047 -0.6138
Br 0.46996 -0.46278 2.80868 -0.036 -0.041 -0.099 0.8956
C -1.65239 -2.15581 3.61050 0.083 -0.058 0.073 -0.1109
C -0.84631 -2.72712 4.71541 0.046 0.104 -0.085 -0.2611
C -0.29711 -1.92894 5.71760 -0.066 -0.040 -0.024 -0.0769
C 0.52618 -2.48427 6.68593 -0.027 0.035 -0.020 -0.0763
C 0.81896 -3.84106 6.65674 0.022 0.002 0.032 -0.0845
C 0.24891 -4.64870 5.68345 -0.052 -0.023 -0.030 -0.0781
C -0.59202 -4.09727 4.72683 0.040 0.023 -0.007 -0.0401
H -3.92394 0.29604 -5.32532 -0.091 -0.018 -0.038 0.1131
H -5.21367 2.05771 -5.00181 0.010 0.010 0.053 0.1161
H -5.83385 3.88984 -3.46897 0.033 -0.037 0.002 0.1079
H -4.77831 4.03879 -1.23015 0.000 -0.054 -0.019 0.1019
H -3.15797 2.29326 -0.52817 -0.001 -0.039 -0.038 0.0802
H -2.52436 -0.79011 -2.48458 -0.051 -0.143 -0.015 0.1162
H -3.63676 -0.19601 -0.16359 -0.050 -0.027 0.041 0.1394
H -3.19135 -0.86129 1.83398 -0.013 -0.035 0.022 0.1284
H -2.64183 -2.58371 3.45791 0.015 0.037 -0.019 0.1254
H -0.52499 -0.87019 5.73296 0.048 -0.004 0.002 0.1026
H 0.94054 -1.85462 7.46435 0.006 -0.031 -0.041 0.1050
H 1.48875 -4.26880 7.39264 -0.065 0.009 0.006 0.1047
H 0.45787 -5.71132 5.66838 -0.003 0.033 -0.002 0.1051
H -1.03241 -4.72843 3.96211 0.021 0.011 0.025 0.1115
C 3.27272 2.16780 -0.21126 0.007 -0.091 0.083 -0.0844
C 3.44680 0.71602 0.06876 0.027 -0.308 0.066 -0.6195
N 2.52187 -0.20879 -0.01798 0.135 0.201 -0.008 0.0182
C 3.01969 -1.46433 0.29166 -0.187 0.197 0.063 -0.3476
C 4.32934 -1.48147 0.63383 0.241 -0.048 0.012 -0.3340
S 4.97625 0.09594 0.55990 -0.126 0.080 -0.113 1.0946
C 2.12459 -2.62300 0.28815 -0.197 0.001 0.006 -0.3377
C 2.48495 -3.90616 0.53641 0.096 -0.186 0.075 -0.3295
S 1.10851 -4.91350 0.53063 -0.102 0.142 -0.100 1.0893
C 0.11121 -3.55252 0.17373 0.062 -0.142 0.122 -0.6063
N 0.77175 -2.43643 0.07735 0.104 0.215 -0.203 0.0445
C -1.37029 -3.70504 0.06666 0.094 0.055 -0.128 -0.0581
H 2.57006 2.30565 -1.02609 -0.026 0.054 -0.129 0.0631
H 4.22637 2.63996 -0.44997 -0.053 -0.064 -0.033 0.0802
H 2.84541 2.64578 0.66831 -0.066 0.072 0.062 0.0496
H 4.93984 -2.32460 0.91824 -0.084 0.051 0.006 0.0822
H 3.46662 -4.31192 0.72853 -0.060 0.091 -0.017 0.0815
H -1.63113 -4.70334 -0.27734 -0.006 -0.037 -0.059 0.0767
H -1.77023 -2.96744 -0.62704 -0.029 0.000 -0.026 0.0707
H -1.82601 -3.54936 1.04462 -0.025 0.037 0.012 0.0681
C -2.32001 3.93694 4.55588 -0.031 0.036 -0.054 0.0000
C -1.04567 3.49030 3.92116 -0.105 -0.004 0.008 -0.2664
C 0.12711 3.27786 4.58012 0.073 0.017 0.172 0.0246
C 1.25486 2.90749 3.81979 -0.115 -0.056 -0.195 -0.3283
N 1.19698 2.70447 2.51840 0.149 -0.065 -0.021 0.0787
C 0.02371 2.82810 1.86364 -0.088 0.095 -0.220 -0.8163
S -0.22813 2.47902 0.24134 0.003 0.050 0.180 0.7071
N -1.06358 3.28142 2.58753 0.232 -0.016 0.113 0.1039
C 2.58090 2.69328 4.47466 0.027 0.019 0.035 -0.0105
H -2.21810 3.99526 5.63585 0.020 -0.004 -0.009 0.0892
H -3.12810 3.24484 4.31321 0.008 -0.006 0.025 0.0945
H -2.60116 4.92214 4.17776 0.007 -0.007 0.023 0.0991
H 0.19616 3.41229 5.64960 -0.037 0.027 -0.034 0.1222
H -1.90756 3.44221 2.05719 -0.049 -0.079 -0.048 0.1372
H 2.56823 2.99268 5.52100 0.023 -0.015 -0.023 0.0814
H 3.35292 3.25145 3.94428 -0.030 -0.022 -0.003 0.0923
H 2.83921 1.63362 4.41033 -0.003 0.026 0.008 0.0862
C -4.16605 -3.63430 -3.99906 -0.050 0.042 -0.004 -0.0506
O -2.97374 -2.86517 -4.03703 -0.250 0.082 -0.059 -0.1019
C -1.78891 -3.51661 -3.98275 0.075 0.086 0.027 -0.2284
C -1.65077 -4.87905 -3.80285 0.006 -0.170 0.113 -0.0185
C -0.38040 -5.44636 -3.77469 -0.041 0.028 0.103 -0.0723
C 0.73882 -4.64739 -3.91461 0.044 -0.135 -0.007 -0.0681
C 0.60113 -3.28107 -4.11418 0.130 0.107 -0.039 0.0043
C -0.65708 -2.70445 -4.16189 0.217 -0.158 0.186 -0.1253
N -0.90422 -1.36941 -4.53939 -0.189 -0.298 0.020 0.1544
C -0.07824 -0.44545 -4.96532 -0.195 0.254 0.034 0.0185
C 1.27475 -0.23629 -4.69032 0.556 0.029 -0.149 -0.1297
C 2.01646 0.51469 -5.65164 -0.158 -0.034 -0.051 -0.0335
C 3.33334 0.79573 -5.48356 0.174 0.071 -0.089 -0.0848
C 3.98137 0.37649 -4.29708 -0.184 -0.055 -0.028 -0.0488
C 3.29164 -0.27638 -3.31628 0.253 -0.011 -0.058 0.0005
C 1.90818 -0.59544 -3.44920 -0.027 0.554 -0.048 -0.3653
O 1.25921 -1.08562 -2.47536 0.362 -0.802 -0.630 -0.1404
H -4.97938 -2.92771 -4.13253 -0.010 0.019 0.006 0.0960
H -4.28236 -4.13758 -3.03719 0.039 -0.011 0.014 0.0979
H -4.18850 -4.37169 -4.80387 0.028 0.006 -0.003 0.1019
H -2.52515 -5.50342 -3.68227 0.036 0.008 -0.022 0.1079
H -0.27968 -6.51601 -3.63822 0.010 0.045 0.008 0.1100
H 1.72646 -5.08885 -3.88160 -0.014 0.053 -0.025 0.1102
H 1.47801 -2.66804 -4.26432 -0.121 -0.241 -0.038 0.1071
H -1.89393 -1.15280 -4.64056 -0.012 -0.034 -0.148 0.1161
H -0.54531 0.25180 -5.65671 -0.057 0.153 0.201 0.1513
H 1.51144 0.83360 -6.55817 -0.005 -0.016 0.053 0.1179
H 3.87855 1.33307 -6.24776 0.009 -0.006 0.053 0.1051
H 5.03418 0.59211 -4.16139 -0.007 0.013 0.019 0.1117
H 3.77858 -0.56525 -2.39427 0.006 -0.062 0.003 0.1009
```
Positions in Å, forces in eV/Å.

For the energy relative to the best compared isomer or geometry (same formula, charge and spin), the calculation gives 139.7 kJ/mol. The total energy is -7306.19564 hartree. Its spin multiplicity is 6. Its total charge is +1. The orbital gap (alpha / beta) comes out at 6.95 / 7.25 eV. Its expectation value of S² is 8.756. For the LUMO energy (alpha / beta), the calculation gives -2.53 / -2.56 eV.

Number 1: M 353.05 g mol⁻¹. Number 2: M 702.75 g mol⁻¹. Number 3: M 964.92 g mol⁻¹.